Molecular formula: C50H57NO2P
Method: DFT, the ωB97M-V functional and the def2-TZVPD basis

Calculated values
- E_LUMO (eV) = 1.9
- net charge = -1
- HOMO energy (eV) = -3.88

Last column: Mulliken charge in e.
Positions of all 111 atoms, in Å:
1 P -3.735 -2.082 -5.288  0.673
2 O -3.832 -2.051 -1.643  -0.284
3 O -2.405 -0.562 -2.475  -0.729
4 N -4.734 -1.597 -6.708  -0.856
5 C -4.138 -2.627 1.891  -0.488
6 C 2.414 -0.528 0.300  -0.305
7 C -4.687 -6.731 -5.942  -0.411
8 C -4.547 -0.272 2.111  -0.741
9 C 8.002 9.746 -0.060  -0.396
10 C 0.477 -4.110 2.494  -0.606
11 C 3.620 6.464 1.537  -0.497
12 C -2.901 -1.668 -2.593  0.365
13 C 1.563 -5.435 4.181  -0.393
14 C -5.230 -0.499 3.299  -0.340
15 C 9.079 8.413 1.625  -0.415
16 C 2.745 -3.628 3.125  -0.518
17 C 5.450 1.234 5.208  -0.376
18 C -7.494 0.980 -2.131  -0.586
19 C -5.549 -7.642 -3.891  -0.348
20 C -9.102 2.124 -0.752  -0.361
21 C 5.480 4.441 1.154  -0.328
22 C 5.855 0.188 2.670  -0.426
23 C -3.560 -6.279 -5.271  -0.328
24 C 6.800 7.955 1.006  0.206
25 C 3.256 -0.641 -0.798  -0.405
26 C 6.580 -0.303 3.746  -0.468
27 C 9.120 9.456 0.711  -0.425
28 C -4.423 -7.188 -3.219  -0.464
29 C -5.352 -1.791 3.792  -0.415
30 C 4.928 1.203 2.862  -0.266
31 C 5.282 4.970 2.423  -0.312
32 C 4.723 1.723 4.132  -0.541
33 C 2.714 -4.672 4.039  -0.400
34 C 1.344 -0.677 -2.258  -0.550
35 C -5.680 -7.413 -5.254  -0.353
36 C 6.380 0.222 5.015  -0.441
37 C 4.353 5.982 2.614  -0.511
38 C 3.819 5.936 0.269  -0.473
39 C 2.720 -0.714 -2.077  -0.426
40 C 0.500 -0.560 -1.162  -0.242
41 C -8.596 1.815 -2.009  -0.390
42 C 4.749 4.924 0.078  -0.426
43 C -3.428 -6.510 -3.910  -0.337
44 C -2.674 -2.621 -3.682  -0.184
45 C -7.405 0.755 0.260  -0.246
46 C 0.444 -5.153 3.411  -0.369
47 C 6.843 8.997 0.089  -0.472
48 C -4.805 -2.856 3.088  -0.448
49 C 1.037 -0.482 0.116  -0.862
50 C -4.005 -1.334 1.404  0.006
51 C 1.629 -3.349 2.350  -0.021
52 C 7.920 7.663 1.771  -0.436
53 C -8.504 1.594 0.384  -0.451
54 C -6.899 0.447 -0.996  -0.442
55 H 3.587 -4.891 4.642  0.360
56 H 1.539 -6.251 4.893  0.347
57 H -0.571 -0.532 -1.311  0.497
58 H -0.456 -5.744 3.524  0.367
59 H 0.379 -0.388 0.972  0.477
60 H 6.010 -0.221 1.679  0.345
61 H 5.853 4.592 3.261  0.547
62 H -3.721 -3.458 1.336  0.376
63 H -8.895 1.836 1.365  0.356
64 H -6.941 0.333 1.141  0.348
65 H -3.962 -0.771 -4.709  -0.139
66 H 1.654 -2.540 1.635  0.215
67 H 2.892 7.251 1.687  0.373
68 H 4.197 6.395 3.602  0.358
69 H -4.448 0.734 1.724  0.456
70 H -3.490 -1.152 0.473  0.511
71 H -3.799 -3.006 -1.586  0.189
72 H 4.903 4.510 -0.910  0.408
73 H -6.560 -7.764 -5.779  0.348
74 H -5.001 -2.390 -7.275  0.231
75 H -2.791 -5.740 -5.806  0.369
76 H 3.250 6.314 -0.570  0.398
77 H 3.642 -3.029 3.017  0.469
78 H -3.515 -3.433 -5.826  -0.383
79 H -1.617 -2.702 -3.905  0.303
80 H 3.995 2.510 4.282  0.419
81 H -5.668 0.331 3.840  0.381
82 H 2.832 -0.474 1.299  0.650
83 H -3.033 -3.607 -3.391  -0.110
84 H -6.327 -8.169 -3.352  0.352
85 H -4.322 -7.360 -2.155  0.357
86 H 3.376 -0.803 -2.934  0.372
87 H 5.971 9.223 -0.510  0.377
88 H -0.395 -3.889 1.892  0.517
89 H -9.960 2.777 -0.659  0.342
90 H 5.291 1.641 6.199  0.374
91 H 5.897 7.374 1.122  0.117
92 H 0.922 -0.740 -3.253  0.469
93 H 8.035 10.556 -0.777  0.358
94 H 4.364 1.587 2.021  0.631
95 H 10.022 10.043 0.598  0.354
96 H -2.550 -6.156 -3.386  0.423
97 H -5.880 -1.970 4.720  0.360
98 H -4.903 -3.864 3.470  0.356
99 H -4.922 -2.574 -4.569  -0.140
100 H -2.475 -1.644 -5.916  -0.136
101 H 4.330 -0.673 -0.656  0.339
102 H 9.952 8.184 2.224  0.361
103 H 7.888 6.847 2.482  0.381
104 H 6.948 -0.159 5.854  0.367
105 H -7.096 0.742 -3.109  0.466
106 H -9.063 2.226 -2.895  0.358
107 H -6.041 -0.207 -1.092  0.575
108 H -4.172 -0.967 -7.263  0.267
109 H 7.301 -1.097 3.596  0.399
110 H 6.202 3.648 1.006  0.440
111 H -4.794 -6.544 -7.002  0.352